This record from OMol25 describes 3 unconnected molecules or ions with the total composition C5H14NO2 in a non-equilibrium geometry. The level of theory is ωB97M-V with the def2-TZVPD basis set.

Its frontier orbital gap is 2.6073 eV. The multiplicity is 1. As for the total charge: +1. The value obtained for the total energy is -403.5884 Ha. Its energy relative to the best compared isomer or geometry (same formula, charge and spin) is 926.81 kJ/mol. The calculation puts the molar mass at 120.172 g mol⁻¹. The largest force on an atom is 5.59 eV/Å.

Structure (XYZ):
```
22
Properties=species:S:1:pos:R:3:forces:R:3
C -1.41678 0.12554 -2.06870 1.026 1.543 0.332
O -2.18130 0.52470 -0.97468 -0.702 -0.992 1.393
C -0.06266 -0.36158 -1.49755 0.517 -1.082 0.388
C 0.68365 0.64115 -0.53425 -0.543 0.031 -0.580
C 1.72594 -0.03970 0.37521 -5.540 0.095 0.771
C 3.06684 0.23735 0.37178 1.635 -2.104 -0.339
N 1.03341 -0.80987 1.27797 3.376 2.260 1.236
H -1.22240 1.07108 -2.61199 -0.070 -0.472 -0.185
H -1.95254 -0.54265 -2.77146 0.620 -0.185 0.495
H -2.07905 -0.18209 -0.23307 -0.376 1.488 -1.565
H -0.22584 -1.29480 -0.93353 0.127 0.333 -0.654
H 0.71916 -0.54350 -2.21897 -0.154 -0.379 -0.813
H -0.04151 1.13239 0.14699 0.268 -0.307 -0.312
H 1.04640 1.41063 -1.21547 0.689 0.086 0.396
H 3.38393 0.65040 -0.57520 0.503 0.808 0.251
H 3.81522 -0.29890 0.99785 -0.599 0.811 -0.113
H 1.46264 -0.87523 2.25105 -0.338 -0.681 -1.519
H -2.43977 1.55423 3.59930 -0.345 0.182 0.190
H -0.08466 -0.82913 1.22534 -1.565 -1.107 -0.524
H -1.85455 1.25163 3.28489 0.348 -0.188 -0.199
H -1.99282 -1.71185 1.28374 0.277 0.338 0.224
O -1.38330 -1.10980 0.82075 0.848 -0.478 1.126
```
Forces are in eV/Å.